a) This record from the OMol25 dataset describes C8H10S in the gas phase. The level of theory is ωB97M-V/def2-TZVPD.

Last column: natural (NBO) charge in e.
Atoms and positions in Å:
C1 1.54 -1.73 -1.17  -0.411
C2 0.95 -0.60 -0.98  0.019
C3 0.25 0.17 -2.04  -0.657
C4 0.90 0.02 0.44  -0.460
C5 -0.48 0.17 1.03  -0.226
C6 -0.82 1.22 1.94  -0.274
C7 -2.14 1.13 2.42  -0.254
C8 -2.87 0.11 1.81  -0.477
S1 -1.90 -0.69 0.69  0.509
H1 2.11 -2.27 -0.39  0.217
H2 1.53 -1.89 -2.28  0.204
H3 0.55 -0.07 -3.12  0.217
H4 0.37 1.21 -1.98  0.218
H5 -0.85 -0.04 -2.07  0.230
H6 1.16 1.10 0.37  0.226
H7 1.49 -0.43 1.19  0.228
H8 -0.13 1.96 2.44  0.224
H9 -2.55 1.53 3.37  0.225
H10 -3.91 -0.03 1.98  0.242

* 2S+1: 1
* SMILES: C=C(C)Cc1cccs1
* total charge: 0


b) This record from the OMol25 dataset describes C8H10S in the gas phase. The level of theory is ωB97M-V/def2-TZVPD.

Last column: natural (NBO) charge in e.
Atoms and positions in Å:
C1 1.22 -0.48 1.78  -0.243
C2 0.64 -1.14 -1.37  -0.022
C3 1.42 0.66 0.75  -0.543
C4 -0.42 -0.13 -1.54  -0.477
C5 0.17 1.45 0.44  -0.406
C6 -1.50 -0.30 0.82  -0.564
C7 1.27 -2.06 -0.98  -0.215
C8 -0.93 0.53 -0.23  -0.206
S1 -0.26 -1.19 1.90  0.418
H1 2.20 1.26 1.00  0.219
H2 1.69 0.10 -0.20  0.271
H3 -0.20 0.65 -2.16  0.228
H4 -1.36 -0.54 -1.90  0.234
H5 -0.13 1.75 1.41  0.200
H6 0.30 2.29 -0.20  0.208
H7 -2.18 0.16 1.54  0.236
H8 -1.92 -1.16 0.28  0.219
H9 1.78 -2.90 -0.69  0.231
H10 -1.77 1.07 -0.65  0.214

* 2S+1: 1
* total charge: 0


Of them, b) has the lowest stability.


a) This record from the OMol25 dataset describes 2 unconnected molecules or ions with the total composition C2H2FIO. The level of theory is ωB97M-V/def2-TZVPD.

Last column: natural (NBO) charge in e.
Atoms and positions in Å:
C1 -0.73 -0.35 -0.03  0.089
C2 -0.21 0.33 0.93  0.154
O1 0.85 -1.03 -1.34  -0.821
F1 -0.93 0.82 1.96  -0.307
I1 1.77 0.45 -2.09  0.441
H1 -1.59 -0.83 -0.44  0.231
H2 0.84 0.61 1.01  0.213

* 2S+1: 1
* total charge: 0


b) This record from the OMol25 dataset describes C2H2FIO in the gas phase. The level of theory is ωB97M-V/def2-TZVPD.

Last column: natural (NBO) charge in e.
Atoms and positions in Å:
F1 1.12 -0.99 -1.60  -0.324
C1 0.46 -0.56 -0.51  0.181
C2 -0.42 0.42 -0.48  0.031
O1 -1.05 0.69 0.87  -0.755
I1 -0.10 0.50 2.50  0.460
H1 0.67 -1.29 0.28  0.189
H2 -0.67 1.24 -1.06  0.218

* 2S+1: 1
* SMILES: F/C=C/OI
* total charge: 0


c) This record from the OMol25 dataset describes 2 unconnected molecules or ions with the total composition C2H2FIO. The level of theory is ωB97M-V/def2-TZVPD.

Last column: natural (NBO) charge in e.
Atoms and positions in Å:
C1 -0.60 0.73 0.90  0.482
C2 0.49 -0.53 -0.48  -0.122
O1 -1.73 0.50 0.84  -0.436
F1 1.70 0.13 -0.67  -0.384
I1 -0.75 -0.92 -2.12  0.142
H1 0.13 1.35 1.33  0.159
H2 0.76 -1.26 0.20  0.159

* 2S+1: 1
* total charge: 0


Of them, a) has the lowest stability.